Entry 1:
The following is a quantum chemistry calculation of a molecular structure, C31H32IIrN4O4 in a non-equilibrium geometry, from the Open Molecules 2025 dataset.

Each line ends with the Mulliken charge.
Geometry (Å):
H 1.804 -4.513 -2.544  0.6421
C -1.683 -2.961 -1.774  0.7251
N -2.793 1.135 -1.036  0.1618
C 1.863 3.762 0.674  -0.1391
H -1.049 -1.563 5.676  0.4179
H -1.571 -1.784 3.264  0.4763
C -0.675 -1.272 3.587  -0.5178
H 2.469 -3.698 -1.127  0.2549
H 1.495 4.716 1.036  0.6919
C -2.984 2.504 -0.578  -0.9089
C 3.001 3.203 1.280  0.2108
C -1.441 4.284 0.446  -1.1464
H -1.070 2.178 0.364  -0.5154
C 3.500 0.151 -0.836  -0.5995
C 0.779 -0.492 5.334  -0.2425
C 3.669 3.890 2.428  -1.7770
H -1.856 0.891 -1.356  0.0518
H -2.515 -4.933 -1.940  0.5364
C 0.284 3.846 -1.248  -0.4973
Ir 0.933 -0.786 -1.752  2.0858
H -0.284 -4.517 -2.149  0.4479
H -5.188 -5.045 -0.666  0.3474
C 3.793 -1.740 -2.231  -0.6945
C -1.936 2.829 0.509  0.6075
C 2.897 1.336 -0.284  -0.0417
H -0.783 4.469 1.291  0.3316
H 4.395 -2.237 -1.466  0.4502
I 1.207 -0.275 7.371  0.1888
H 4.051 3.172 3.152  0.3728
C 2.015 -3.536 -2.110  -0.5804
C 1.698 1.873 -0.843  1.1270
H 4.479 -1.241 -2.919  0.4636
C -3.312 -1.187 -1.345  0.4870
C 1.355 -0.075 3.051  -0.0760
H -5.010 -5.266 -2.384  0.4129
H 3.693 -3.480 -3.442  0.4163
H 4.539 4.447 2.067  0.3739
N 2.934 -0.716 -1.608  -0.0560
H 4.447 1.636 1.165  0.5422
H -2.853 3.159 -1.442  0.3377
H 2.560 0.539 4.721  0.4315
C 2.992 -2.774 -2.999  -1.1418
C 0.206 -0.754 2.646  0.2880
H 4.557 0.019 -0.608  0.5636
H -5.338 -1.844 -1.159  0.4718
C -4.317 -2.151 -1.355  -0.7681
H -3.998 2.640 -0.206  0.4709
C -4.058 -3.501 -1.602  0.0996
O 0.992 -0.746 0.430  -0.6886
H -4.651 0.378 -0.673  0.4917
O -1.197 -1.199 0.789  -0.5732
H -6.138 -4.041 -1.752  0.4073
C -2.736 -3.883 -1.786  -0.8528
C -0.350 -3.447 -1.962  0.1570
H 3.011 4.601 2.923  0.4312
C 3.527 2.033 0.750  -0.1066
C -3.639 0.160 -1.003  -0.0950
C -0.073 -0.936 1.174  0.2122
H -2.275 4.979 0.515  0.5362
C -0.382 -1.146 4.935  -0.5436
C -1.964 -1.577 -1.630  1.0081
C -5.164 -4.507 -1.618  -1.6742
H 0.435 3.815 -2.324  0.5564
O 0.938 1.223 -1.652  -1.1259
N 0.764 -2.786 -1.920  -0.3361
C 1.654 0.046 4.396  -0.5912
H 2.448 -2.296 -3.821  0.3631
H -1.250 5.031 -1.542  0.3744
O -1.064 -0.669 -1.807  -1.6355
H 2.020 0.324 2.298  0.3907
H -2.339 2.623 1.499  0.4741
N -0.743 4.507 -0.835  0.0151
C 1.274 3.177 -0.434  0.0207

## Properties
maximum force: 3.72 eV Å⁻¹
gap between HOMO and LUMO (spin up / spin down): 0.1572 / 0.0974 Eh
spin multiplicity: 2
expectation value of S²: 0.82
charge: +3
total energy: -57730.803 eV

Entry 2:
The following is a quantum chemistry calculation of a molecular structure, C31H32N10O3S2W in a non-equilibrium geometry, from the Open Molecules 2025 dataset.

Each line ends with the Mulliken charge.
Geometry (Å):
C 1.422 1.749 4.295  -1.2448
C 0.628 -2.739 -1.020  0.6676
C -3.654 -0.209 -2.971  0.1477
C 2.891 4.541 -2.197  -0.8216
H 1.620 5.920 -3.209  0.4281
O -0.873 3.704 0.687  -0.5035
C 0.542 4.207 -2.483  -0.6249
C 3.246 -0.525 0.287  -0.9975
H -5.745 0.186 -2.731  0.5073
C -4.789 0.100 -2.233  -0.4766
N 0.618 -2.639 0.310  -1.1217
N 1.879 1.283 -0.681  0.4431
H 5.105 3.443 -1.123  0.4857
H -5.487 0.540 -0.245  0.5700
W -0.232 0.261 -0.174  1.3297
S 0.606 -1.329 -1.982  -0.5460
H -2.540 1.101 5.804  0.3494
C 0.829 0.012 2.692  0.1058
O -2.398 -0.672 2.611  -0.5186
C 4.210 2.847 -1.004  -1.0250
H 3.792 5.119 -2.351  0.4331
N -1.073 0.871 1.573  -0.3306
H 0.569 -3.470 0.882  0.1346
H -1.862 4.445 3.091  0.4534
C -2.441 -0.326 -2.320  -0.3842
C -1.839 2.524 3.887  -0.0353
N -2.286 -0.135 -0.995  0.7150
C 1.162 -2.478 3.059  -1.9770
C 1.275 0.379 3.922  -0.2494
C 1.688 4.983 -2.676  -0.8322
C -3.391 0.174 -0.299  -0.3223
H 2.611 -1.231 -0.235  -0.0609
H 5.176 1.228 -0.023  0.5480
N -2.767 -0.023 -5.212  -0.2947
H 0.758 -3.424 2.708  0.5449
C -3.786 -0.491 -4.448  -0.0208
H 3.030 -0.536 1.356  0.0860
H -1.420 -0.214 5.423  0.2588
H -2.322 2.882 4.787  0.4899
C 1.181 2.726 3.413  -1.0597
N -1.998 -2.432 0.261  -0.1531
H -3.283 0.300 0.765  0.4735
C 0.778 -1.321 2.192  0.1427
C 4.246 1.625 -0.403  -1.2150
O -4.725 -1.122 -4.870  -0.5772
C 0.678 2.455 2.037  0.6724
N -1.770 1.130 3.845  0.5116
H -3.889 -4.721 1.284  0.3757
C -2.837 -2.977 0.826  0.5492
N 0.462 -1.418 0.917  1.4957
H 1.352 3.766 3.654  0.5604
H -1.569 -0.598 -2.892  0.8800
H -4.846 -3.227 1.286  0.2928
C -3.882 -3.664 1.544  -1.2562
H -2.117 0.664 -4.872  0.1858
H -3.717 -3.553 2.615  0.3051
H 1.776 1.979 5.290  0.5355
S -0.816 2.017 -1.695  -0.4720
H 1.398 2.829 1.301  0.4316
C -0.676 3.229 1.771  0.8498
H 0.777 -4.793 -1.069  0.1956
C -2.231 0.403 5.033  -0.9902
H 0.789 -3.994 -2.594  0.2784
H 0.789 -2.325 4.069  0.4876
C -1.786 0.372 2.675  -0.4584
H -3.066 -0.243 4.771  0.3616
C -4.643 0.290 -0.871  -1.1908
H 2.249 -2.573 3.116  0.2757
H -0.419 4.549 -2.839  0.5481
C -1.503 3.431 2.961  -1.5493
C 3.080 0.849 -0.284  0.9847
C 2.983 3.316 -1.507  0.9355
H 1.598 -0.388 4.611  0.5560
C 1.827 2.511 -1.313  -0.9740
H -2.854 -0.133 -6.210  0.2350
N 0.337 1.018 1.751  0.9817
H 4.278 -0.846 0.157  0.7002
C 0.609 2.995 -1.830  1.1594
N 0.733 -3.931 -1.590  -0.3761

## Properties
maximum force: 3.31 eV Å⁻¹
gap between HOMO and LUMO (spin up / spin down): 0.2173 / 0.2072 Eh
charge: +2
energy above the lowest of the compared OMol25 structures with the same formula, charge and spin: 561.04 kJ/mol
total energy: -77192.729 eV

> Among the records above, which one has the lowest total energy?

C31H32N10O3S2W